(1)
Below is 2 unconnected molecules or ions with the total composition C22H44FN6O3, with properties calculated with ωB97M-V/def2-TZVPD.

Calculated values
Net charge   +1
HOMO-LUMO gap   9.638 eV
Max |F|   0.03043 hartree/bohr
Highest occupied orbital energy   -12.553 eV
Lowest unoccupied orbital energy   -2.915 eV

Structure (XYZ):
```
76
Properties=species:S:1:pos:R:3:forces:R:3:lowdin_charge:R:1
C 5.181871 -0.787827 0.450101 0.519 -0.021 -0.037 -0.11
C 5.199338 -1.181132 -1.020909 -0.156 -0.025 0.630 -0.25
C 3.843466 -0.923882 -1.708356 0.781 -0.423 -0.439 -0.21
C 3.941287 -0.019213 -2.950008 0.147 0.311 0.532 -0.20
C 3.223778 1.315335 -2.762780 0.169 -0.382 -0.668 -0.19
C 1.713772 1.151697 -2.619092 -0.158 0.392 0.535 -0.18
C 1.094960 2.128970 -1.579295 0.285 -0.480 -0.878 -0.13
C 0.666391 1.346798 -0.361293 -0.050 0.253 0.766 -0.21
C 0.305104 2.144504 0.911909 0.334 -0.184 0.033 -0.15
C 0.936993 3.518689 1.076502 -0.789 0.742 0.636 -0.34
C 0.326778 4.643065 0.239346 0.098 -0.609 -0.034 0.00
F 2.307277 3.450141 0.949789 0.424 -0.313 -0.433 0.01
C -1.200570 2.193044 1.142692 0.005 0.172 -0.198 -0.32
O -1.520920 2.857898 2.312918 0.094 -0.069 0.222 0.02
N -1.723110 0.786901 1.266435 1.245 0.675 0.665 0.20
C -1.020710 -0.087648 0.519447 -0.240 0.251 -0.507 -0.30
N -0.887376 -1.327731 0.868352 -0.247 -0.667 0.053 0.07
C -1.476318 -1.891246 2.098989 0.139 -0.604 0.403 -0.09
C -2.237952 -3.212731 1.918604 -0.389 0.589 -0.004 -0.16
C -3.135693 -3.307603 0.679995 0.379 -0.502 -0.124 -0.24
C -3.053892 -4.711028 0.061174 -0.031 0.192 0.286 -0.08
C -0.106364 -2.262371 0.044736 0.734 -0.017 0.153 -0.13
O 0.643295 -3.123241 0.863537 -0.583 -0.780 -0.111 -0.09
N 1.998230 -2.634522 0.974743 0.609 0.486 -0.444 0.01
O 2.756810 -3.487006 0.821866 -0.181 -0.074 0.430 0.14
N -0.429505 0.378995 -0.641537 0.200 -0.356 -0.992 -0.01
C -1.343880 0.745422 -1.736817 -0.772 0.748 0.494 -0.14
C -2.635285 -0.037105 -1.845196 0.350 -0.496 -1.105 -0.23
N -2.360876 -1.408923 -2.340235 -0.512 0.041 0.604 0.02
H 6.142558 -1.009115 0.905109 0.211 -0.007 0.097 0.07
H 4.454555 -1.368165 1.005496 -0.334 0.081 0.105 0.04
H 5.019491 0.279792 0.578337 -0.260 0.114 0.075 0.07
H 6.015255 -0.652875 -1.504902 0.034 0.089 -0.229 0.10
H 5.450014 -2.237840 -1.045596 0.059 -0.175 -0.270 0.10
H 3.472847 -1.896960 -2.022081 -0.418 -0.073 0.119 0.10
H 3.180278 -0.514342 -0.947524 -0.300 0.081 -0.084 0.07
H 3.610857 -0.526654 -3.849139 -0.236 -0.091 -0.164 0.11
H 4.991484 0.210433 -3.099484 0.197 -0.021 -0.216 0.10
H 3.438397 1.927038 -3.636664 0.035 0.285 -0.002 0.11
H 3.686579 1.810481 -1.910691 -0.184 0.117 0.244 0.12
H 1.216845 1.276170 -3.575168 0.037 -0.056 -0.259 0.11
H 1.515527 0.136370 -2.283921 -0.165 -0.202 -0.071 0.09
H 0.319863 2.745577 -2.018244 -0.269 -0.017 -0.003 0.11
H 1.891110 2.807415 -1.312826 0.054 0.259 0.427 0.11
H 1.533471 0.747062 -0.090387 0.170 -0.134 0.020 0.14
H 0.682086 1.549481 1.753820 0.099 -0.048 0.121 0.16
H 0.771812 3.802125 2.110635 0.082 -0.010 0.274 0.14
H -0.305054 4.233988 -0.540536 -0.058 0.183 -0.293 0.07
H 1.106550 5.246109 -0.202874 0.186 0.128 -0.139 0.10
H -0.279038 5.269028 0.878171 -0.174 0.207 0.075 0.09
H -1.708301 2.707672 0.338600 -0.258 0.028 -0.166 0.15
H -0.937310 2.506848 3.007454 -0.316 0.305 0.106 0.11
H -1.618756 0.585308 2.262062 -0.875 -0.192 0.047 0.10
H -0.641133 -2.094798 2.759259 0.165 0.083 0.218 0.13
H -2.116577 -1.193495 2.620824 -0.081 0.411 -0.323 0.10
H -2.885268 -3.291579 2.785312 0.024 -0.033 0.336 0.12
H -1.555898 -4.044596 2.007825 0.298 -0.215 -0.346 0.10
H -2.820502 -2.570284 -0.045370 -0.004 0.241 -0.302 0.05
H -4.164548 -3.075626 0.920077 -0.226 0.112 0.226 0.11
H -4.003465 -5.038616 -0.344485 -0.076 -0.022 -0.238 0.07
H -2.766024 -5.417583 0.831380 -0.099 -0.265 0.112 0.07
H -2.285463 -4.769616 -0.701657 0.077 -0.008 -0.244 0.07
H 0.577803 -1.731393 -0.604079 -0.187 0.478 -0.103 0.12
H -0.750487 -2.852743 -0.586273 -0.327 -0.254 0.021 0.12
H -1.620938 1.798559 -1.627939 -0.119 0.117 -0.001 0.12
H -0.864677 0.685405 -2.704752 0.516 -0.257 -0.019 0.12
H -3.257047 -0.029333 -0.955587 0.156 -0.191 0.325 0.11
H -3.211003 0.477629 -2.611841 -0.217 0.392 0.095 0.12
H -3.160659 -1.982909 -2.093093 0.084 -0.176 -0.034 0.06
H -2.379879 -1.391142 -3.354808 0.247 -0.018 0.030 0.08
C -4.855339 1.972790 3.360277 -0.355 0.163 -0.075 -0.05
C -3.666543 1.362507 3.928847 0.076 -0.044 0.054 -0.26
N -2.713898 0.883759 4.356417 0.001 -0.079 -0.166 0.15
H -5.068178 2.927143 3.839096 0.103 -0.015 0.070 0.09
H -4.724121 2.153281 2.294243 0.149 -0.043 0.014 0.08
H -5.724174 1.329442 3.491065 0.071 -0.075 0.068 0.09
```
Forces are in eV/Å.

---

(2)
Below is 5 unconnected molecules or ions with the total composition C22H44N3O6, with properties calculated with ωB97M-V/def2-TZVPD.

Calculated values
Net charge   +1
HOMO-LUMO gap   8.102 eV
Max |F|   0.13678 hartree/bohr
Highest occupied orbital energy   -11.872 eV
Lowest unoccupied orbital energy   -3.770 eV

Structure (XYZ):
```
75
Properties=species:S:1:pos:R:3:forces:R:3:lowdin_charge:R:1
N 2.518270 1.064680 1.430493 -0.539 0.215 -1.494 0.28
C 2.198527 0.735187 0.193463 -0.720 -0.785 -2.572 -0.23
N 2.719838 -0.290525 -0.717788 -2.336 -0.264 4.112 0.09
C 1.477538 -0.762278 -1.478010 -1.253 -0.021 -0.990 -0.07
C 0.257054 0.152489 -0.890039 2.853 -1.865 -1.215 -0.25
O -0.030396 -0.566134 0.337660 -2.154 2.661 0.399 -0.07
C -1.126455 0.108855 1.063276 -0.907 2.305 3.490 -0.27
O -0.982601 0.627732 2.230588 -0.071 -2.993 -6.365 0.06
C -2.507606 0.193872 0.255251 -1.566 0.018 -1.297 -0.10
C -3.154234 -1.115840 -0.258569 -1.733 2.940 -1.118 0.00
C -4.478732 -1.066798 -1.088839 1.940 3.354 1.372 -0.03
C -5.105594 0.324818 -1.390299 3.091 -0.390 2.000 -0.04
C -4.440541 1.617935 -0.844010 1.750 -2.340 0.653 -0.06
C -3.124727 1.608680 -0.012902 -1.873 -4.091 -1.467 0.00
N 1.087328 1.381161 -0.582000 0.898 -0.347 1.865 0.10
H 3.196710 0.570964 2.030868 -0.434 0.243 -0.736 0.17
H 2.020700 1.883743 1.833907 0.360 -0.918 -0.382 0.17
H 2.842317 -1.121614 -0.097506 1.173 0.706 -0.589 0.14
H 1.270585 -1.865347 -1.220238 0.494 1.718 -0.732 0.15
H 1.627647 -0.566044 -2.602239 -0.276 -0.523 1.769 0.14
H -0.573749 0.301535 -1.655387 0.857 0.144 1.383 0.17
H -2.682255 -2.141120 -0.066054 -0.661 1.838 -0.197 0.11
H -4.922010 -2.053364 -1.465758 0.643 1.826 0.617 0.10
H -6.051541 0.424937 -2.018521 1.530 -0.230 1.046 0.10
H -4.898473 2.636809 -1.081771 0.616 -1.720 0.365 0.10
H -2.606965 2.546412 0.374750 -0.929 -1.489 -0.621 0.11
H 1.580688 1.642605 -1.464980 -0.797 0.147 0.653 0.13
C -0.721270 3.505626 -2.737754 0.158 0.025 -0.123 -0.05
C -1.541568 2.939638 -3.884974 -0.390 0.278 0.510 -0.48
C -2.695487 3.860103 -4.248538 -0.085 0.010 -0.284 -0.05
O -2.054194 1.658447 -3.513337 0.254 -0.363 -0.011 -0.07
H -1.334063 3.617760 -1.837325 -0.038 0.075 -0.091 0.08
H 0.096199 2.827428 -2.480899 -0.009 0.144 -0.116 0.05
H -0.299518 4.479518 -2.995358 0.002 -0.087 0.144 0.07
H -0.899774 2.792709 -4.758219 -0.107 -0.196 0.066 0.14
H -3.377012 3.985242 -3.400721 0.139 0.043 0.055 0.08
H -3.282783 3.434463 -5.066323 0.120 0.044 0.032 0.09
H -2.333782 4.845224 -4.553527 -0.064 -0.048 0.040 0.09
H -2.625148 1.777511 -2.739837 0.004 0.003 -0.155 0.04
C 3.610578 4.602566 -3.416912 -0.056 -0.222 -0.132 -0.06
C 2.495103 5.592911 -3.120927 0.683 0.203 0.255 -0.51
C 2.998684 7.026321 -3.175734 -0.185 0.213 -0.103 -0.06
O 1.956481 5.328014 -1.825498 -0.293 -0.270 0.112 -0.07
H 4.413761 4.686711 -2.677541 -0.012 0.148 -0.072 0.08
H 3.236988 3.575563 -3.362965 -0.028 0.064 -0.097 0.07
H 4.033105 4.768803 -4.410756 0.014 -0.048 0.091 0.09
H 1.684760 5.460137 -3.843207 -0.061 -0.037 0.210 0.13
H 3.780561 7.194294 -2.428108 0.045 -0.114 -0.094 0.08
H 2.189798 7.726045 -2.950071 0.039 -0.092 -0.087 0.08
H 3.402741 7.265346 -4.162497 0.000 0.011 0.091 0.09
H 2.665824 5.443129 -1.179157 -0.104 0.101 -0.171 0.09
C 0.170483 -2.623158 5.689974 -0.098 0.166 0.270 -0.05
C 1.092494 -2.231230 4.546634 -0.357 -0.725 -0.045 -0.49
C 0.398136 -2.378392 3.198197 -0.046 0.110 -0.187 -0.06
O 2.254756 -3.051433 4.578661 0.317 0.224 -0.142 -0.06
H -0.134522 -3.670589 5.602949 0.000 0.090 -0.168 0.07
H 0.684569 -2.521857 6.649376 -0.027 0.079 -0.115 0.08
H -0.726589 -1.998565 5.706125 0.028 -0.057 0.026 0.08
H 1.421692 -1.195885 4.676785 0.138 -0.104 0.031 0.13
H 0.098986 -3.416779 3.023744 0.010 0.033 0.175 0.07
H 1.078032 -2.102810 2.385849 -0.014 0.057 0.042 0.06
H -0.489257 -1.743822 3.137573 0.068 -0.057 0.028 0.07
H 1.973590 -3.970988 4.466404 -0.072 0.021 0.037 0.07
C -1.087831 -6.467768 2.472259 -0.110 0.245 -0.139 -0.06
C 0.403137 -6.546290 2.761355 -0.425 -0.572 0.211 -0.50
C 0.890724 -7.986289 2.766017 0.300 -0.053 -0.083 -0.06
O 0.672488 -5.949689 4.029916 0.211 0.409 0.073 -0.07
H -1.662674 -6.996412 3.239268 0.097 -0.087 -0.074 0.09
H -1.427223 -5.428012 2.483377 0.049 -0.060 -0.050 0.07
H -1.324472 -6.902477 1.497858 -0.017 0.004 0.086 0.08
H 0.954089 -5.973947 2.009451 0.049 0.091 0.219 0.14
H 0.384236 -8.567367 3.543207 -0.104 0.063 -0.100 0.09
H 1.960649 -8.028528 2.986304 -0.084 0.038 -0.084 0.08
H 0.713230 -8.466249 1.800428 0.000 -0.003 0.089 0.08
H 0.189968 -6.448317 4.703130 0.112 0.064 -0.118 0.10
```
Forces are in eV/Å.